Entry 1:
# C4H4N2O

One molecule with the formula C4H4N2O (ωB97M-V with the def2-TZVPD basis set, the Open Molecules 2025 dataset).

Properties
ΔE to the lowest compared entry with this formula, charge and spin = 4.3759 eV
E_HOMO (spin up / spin down) = -8.70 / -8.70 eV
frontier orbital gap (spin up / spin down) = 8.2 / 8.2 eV

ORCA input file:
```
! wB97M-V def2-TZVPD RIJCOSX def2/J DEFGRID3
* xyz 0 1
N -1.56948 -0.09467 -1.99259
C -0.89618 0.38784 -1.10531
C -0.21416 1.00926 -0.14694
C 0.21789 0.38490 1.08224
C 0.74119 -0.84391 1.30647
N 1.30157 -1.68691 0.32398
O 0.90335 -1.51761 -0.81704
H -2.57740 -0.13594 -1.85081
H -0.16613 2.09114 -0.22676
H 0.10409 1.01746 1.96222
H 0.99213 -1.14297 2.32025
*
```



Entry 2:
# C33H40N2O6

One molecule with the formula C33H40N2O6 (ωB97M-V with the def2-TZVPD basis set, the Open Molecules 2025 dataset).

Properties
ΔE to the lowest compared entry with this formula, charge and spin = 0.4285 eV
E_HOMO = -7.38 eV
frontier orbital gap = 7.9 eV

ORCA input file:
```
! wB97M-V def2-TZVPD RIJCOSX def2/J DEFGRID3
* xyz 0 1
C 6.31496 -2.87257 0.00556
H 5.72649 -2.91002 -0.91695
O 5.70606 -3.60938 1.03667
C 4.45875 -3.24325 1.44718
C 3.73512 -2.16892 0.94632
C 2.47145 -1.89058 1.44159
C 1.90440 -2.66749 2.43838
C 2.63775 -3.73908 2.93864
C 3.89481 -4.02610 2.45552
H 4.46596 -4.85567 2.84127
H 2.21585 -4.35543 3.71953
C 0.50556 -2.42140 2.96546
C 0.07331 -0.98985 2.81558
C -0.54738 -0.58741 1.63732
C -0.96788 0.72363 1.42411
C -0.72633 1.64702 2.45380
C -0.10562 1.26322 3.63615
C 0.30076 -0.05173 3.82054
O 0.92052 -0.51651 4.94160
C 1.19374 0.38366 5.98647
H 1.69316 -0.20410 6.75504
H 1.85981 1.18875 5.66048
H 0.27555 0.81289 6.40108
H 0.06953 1.98998 4.41005
O -1.13847 2.92437 2.21584
C -0.91235 3.91201 3.18980
H -1.31279 4.83301 2.76840
H -1.43650 3.68870 4.12511
H 0.15568 4.04473 3.39006
C -1.59616 1.23046 0.14344
C -0.49237 1.64962 -0.80400
C 0.35582 0.72704 -1.40197
C 1.36069 1.12444 -2.26017
C 1.57305 2.47627 -2.55927
C 0.71609 3.40119 -1.95066
C -0.28518 2.99061 -1.09327
H -0.92543 3.73548 -0.64218
H 0.82029 4.45650 -2.14300
N 2.60610 2.88063 -3.38427
C 3.28530 1.89364 -4.18988
H 4.04568 2.38387 -4.79424
H 3.78824 1.16671 -3.54949
H 2.60263 1.35668 -4.86059
C 2.62514 4.24103 -3.86660
H 1.72123 4.49871 -4.43330
H 3.48799 4.38105 -4.51440
H 2.72237 4.93529 -3.02990
H 1.98097 0.36104 -2.70047
H 0.23145 -0.32636 -1.20680
C -2.58774 0.26432 -0.51449
H -3.26630 -0.12612 0.24757
C -3.38880 0.99801 -1.60001
N -4.27635 0.18611 -2.40556
C -5.35293 -0.45399 -1.67499
C -6.34933 -1.01403 -2.69226
O -5.73481 -1.94071 -3.55609
C -4.64808 -1.34836 -4.23042
C -3.61524 -0.79417 -3.24728
H -2.80751 -0.30538 -3.79535
H -3.19742 -1.63341 -2.66659
H -4.21246 -2.13207 -4.85251
H -5.01131 -0.52899 -4.86965
H -7.15753 -1.55160 -2.19270
H -6.76819 -0.18092 -3.27747
H -5.84839 0.28761 -1.04468
H -4.99310 -1.28275 -1.04122
H -2.68717 1.48306 -2.28559
H -4.00084 1.77945 -1.13699
H -2.06148 -0.57094 -0.96980
H -2.15437 2.13190 0.41591
O -0.70343 -1.48914 0.60504
C -0.63564 -2.81792 0.78734
O -0.70820 -3.53713 -0.17181
C -0.50631 -3.29502 2.21156
H -0.20894 -4.34321 2.20208
H -1.49024 -3.21055 2.68346
H 0.48916 -2.68577 4.02679
H 1.93819 -1.04318 1.03647
H 4.13716 -1.53760 0.16965
H 6.47104 -1.82784 0.29474
H 7.28074 -3.34603 -0.16474
*
```



Entry 3:
# C18H42ClN6O6

A 7-piece molecular cluster, C18H42ClN6O6 overall (ωB97M-V with the def2-TZVPD basis set, the Open Molecules 2025 dataset).

Properties
ΔE to the lowest compared entry with this formula, charge and spin = 4.4951 eV
E_HOMO = -4.63 eV
frontier orbital gap = 6.6 eV

ORCA input file:
```
! wB97M-V def2-TZVPD RIJCOSX def2/J DEFGRID3
* xyz -1 1
Cl -0.42030 -1.51530 0.32510
C -4.42195 -3.73280 -5.59413
C -5.51900 -2.86781 -5.06167
O -6.46457 -2.49469 -5.79570
N -5.38810 -2.41238 -3.81042
C -6.36009 -1.54477 -3.15308
H -4.04303 -3.32081 -6.52943
H -4.82931 -4.69920 -5.89116
H -3.57057 -3.89100 -4.93214
H -4.53991 -2.59107 -3.29202
H -7.34052 -1.44807 -3.61947
H -5.97641 -0.54460 -2.95176
H -6.67761 -1.96440 -2.19852
C 5.94223 1.73601 -1.67662
C 5.40355 3.14142 -1.39904
O 6.17033 4.09806 -1.54640
N 4.14955 3.21216 -0.93254
C 3.46966 4.45548 -0.46680
H 5.40571 1.31695 -2.52787
H 5.65979 1.15363 -0.79960
H 7.00362 1.77937 -1.92087
H 3.64954 2.34308 -0.81085
H 2.96465 4.95865 -1.29136
H 4.09557 5.21315 0.00465
H 2.69786 4.32851 0.29236
C 0.62381 -0.59596 -5.93772
C -0.08933 0.73653 -6.11160
O -0.17274 1.27419 -7.21347
N -0.71839 1.17666 -5.05848
C -1.60472 2.29874 -5.07718
H 0.42463 -1.13362 -5.01070
H 1.70082 -0.43004 -5.91308
H 0.55783 -1.19094 -6.84862
H -0.56139 0.62198 -4.22914
H -1.91087 2.68358 -6.04993
H -1.10469 3.11856 -4.56147
H -2.52044 2.05687 -4.53769
C 4.02242 -1.71041 4.98550
C 3.32762 -0.71187 5.90951
O 3.97967 -0.22953 6.83004
N 2.09279 -0.42341 5.67965
C 1.22934 0.31208 6.54343
H 4.83393 -1.13971 4.53403
H 3.30474 -2.11505 4.27185
H 4.45346 -2.50067 5.60014
H 1.63898 -0.76723 4.84542
H 0.49570 -0.38110 6.95495
H 0.66221 1.05132 5.97771
H 1.76149 0.79834 7.36102
C -3.44172 5.14609 2.84730
C -3.51440 6.26966 3.94391
O -3.54350 5.95566 5.13338
N -3.52673 7.56424 3.57873
C -3.58185 8.70438 4.48996
H -3.69821 5.51290 1.85344
H -4.06960 4.30139 3.13075
H -2.42696 4.78372 2.68277
H -3.53701 7.73608 2.58351
H -4.62154 9.01846 4.58215
H -2.98712 9.55045 4.14560
H -3.27462 8.41869 5.49599
C 2.81095 -7.09561 -0.21966
C 2.51882 -7.82546 1.06133
O 3.13152 -8.83651 1.29819
N 1.58594 -7.32144 1.89985
C 1.30679 -7.90775 3.24225
H 3.24700 -7.70317 -1.01265
H 3.50092 -6.30044 0.06278
H 1.87257 -6.66093 -0.56406
H 1.02141 -6.53779 1.60440
H 0.36678 -8.45520 3.31149
H 1.32301 -7.15078 4.02636
H 2.04995 -8.67554 3.45745
*
```



Entry 4:
# C47H50LuN4O6P3S

C47H50LuN4O6P3S as an isolated structure (ωB97M-V with the def2-TZVPD basis set, the Open Molecules 2025 dataset).

Properties
ΔE to the lowest compared entry with this formula, charge and spin = 0.0401 eV
E_HOMO = -7.60 eV
frontier orbital gap = 8.1 eV

ORCA input file:
```
! wB97M-V def2-TZVPD RIJCOSX def2/J DEFGRID3
* xyz 0 1
Lu -0.07726 -0.61754 0.10832
N -1.17939 -0.33288 2.49667
C -2.51543 0.29275 2.48631
C -2.52012 1.50306 1.57642
N -2.14009 1.04623 0.25584
C -2.30913 1.97863 -0.84026
C -2.09246 1.22017 -2.13283
N -0.78402 0.54821 -2.11101
H -1.24770 -1.32120 2.69536
H -0.60001 0.08752 3.20952
H -2.84272 0.57230 3.48605
H -3.21478 -0.44365 2.09510
H -1.79485 2.24967 1.92036
H -3.51614 1.96692 1.59225
H -2.64306 0.18532 0.04834
H -1.58178 2.79461 -0.74576
H -3.30887 2.43095 -0.85959
H -2.19268 1.89693 -2.97974
H -2.85443 0.44710 -2.23394
H -0.04530 1.21478 -2.28231
H -0.73125 -0.15359 -2.83950
O 2.93259 -1.66117 0.45031
S 1.73555 -2.60762 0.26382
O 2.19382 -3.95082 0.36905
O 1.03805 -2.25920 -1.00023
O 0.75020 -2.20135 1.33568
O 0.48190 1.85338 0.88952
P 1.60854 2.83590 0.67027
C 3.12125 2.14383 -0.05227
P 3.06503 0.24082 0.15543
O 1.77492 0.21973 -0.69008
C 3.20870 0.43289 1.98018
C 4.27938 1.16013 2.50759
C 4.37205 1.40560 3.87294
C 3.37734 0.95745 4.73083
C 2.29620 0.25095 4.21672
C 2.21709 -0.01246 2.85890
C 4.60361 -0.10739 -0.71887
C 4.48733 -0.20246 -2.10651
C 5.61637 -0.41074 -2.88810
C 6.86621 -0.52754 -2.29250
C 6.98105 -0.45720 -0.91060
C 5.85451 -0.25134 -0.12084
C 2.05524 3.62203 2.22660
C 3.15655 4.47320 2.33828
C 3.44162 5.08987 3.54811
C 2.62857 4.85873 4.65604
C 1.53295 4.01389 4.55131
C 1.24415 3.39426 3.33578
C 1.06387 4.18368 -0.41922
C 0.93530 3.90847 -1.78757
C 0.48717 4.87881 -2.66998
C 0.16879 6.14819 -2.19607
C 0.29362 6.43579 -0.84434
C 0.73867 5.45851 0.04295
H 3.99281 2.65756 0.36042
H 3.08903 2.31929 -1.12450
H 5.04439 1.56543 1.85577
H 5.21811 1.96279 4.26063
H 3.44253 1.16004 5.79447
H 1.51441 -0.10799 4.88292
H 1.39580 -0.59898 2.47688
H 3.50670 -0.13105 -2.56654
H 5.51806 -0.49126 -3.96454
H 7.74744 -0.68880 -2.90346
H 7.95110 -0.57752 -0.43980
H 5.95561 -0.25320 0.95703
H 3.79229 4.66017 1.47670
H 4.29848 5.74678 3.63143
H 2.85450 5.34049 5.60258
H 0.90328 3.83154 5.41566
H 0.39785 2.72085 3.23685
H 1.20942 2.92737 -2.16437
H 0.39521 4.65214 -3.72710
H -0.17233 6.91307 -2.88428
H 0.04512 7.42491 -0.47475
H 0.81810 5.69152 1.09932
N -2.00571 -1.64104 -0.14937
P -2.77847 -2.76349 -0.85404
C -4.55245 -2.77375 -0.41986
C -5.22223 -3.88607 0.08453
C -6.55039 -3.78598 0.49748
C -7.22286 -2.57657 0.40797
C -6.56596 -1.45525 -0.09266
C -5.23973 -1.55366 -0.49386
C -2.76533 -2.66347 -2.67468
C -1.50494 -2.70649 -3.28959
C -1.38949 -2.61032 -4.66941
C -2.53245 -2.46996 -5.45485
C -3.78248 -2.42789 -4.85428
C -3.89826 -2.52615 -3.46610
C -2.24693 -4.48300 -0.60484
C -2.74149 -5.52854 -1.38914
C -2.26867 -6.81992 -1.21095
C -1.27959 -7.07560 -0.26275
C -0.77392 -6.04201 0.51092
C -1.26423 -4.74734 0.34377
H -4.70568 -4.83730 0.16637
H -7.05684 -4.65862 0.89366
H -8.25587 -2.50266 0.73246
H -7.08640 -0.50736 -0.16328
H -4.72340 -0.67343 -0.86931
H -0.61449 -2.81839 -2.67743
H -0.41143 -2.65699 -5.13546
H -2.44567 -2.40026 -6.53405
H -4.67345 -2.32006 -5.46446
H -4.87766 -2.49704 -3.00671
H -3.49236 -5.32965 -2.14929
H -2.65621 -7.62730 -1.82241
H -0.89546 -8.08277 -0.14197
H 0.01754 -6.22806 1.22863
H -0.87168 -3.93184 0.93494
*
```



Entry 5:
# C4H5NO

One molecule with the formula C4H5NO (ωB97M-V with the def2-TZVPD basis set, the Open Molecules 2025 dataset).

Properties
ΔE to the lowest compared entry with this formula, charge and spin = 1.6472 eV
E_HOMO = -11.16 eV
frontier orbital gap = 12.0 eV

ORCA input file:
```
! wB97M-V def2-TZVPD RIJCOSX def2/J DEFGRID3
* xyz 0 1
C 0.88697 -0.24769 1.02606
C 0.10342 0.11630 -0.21802
C -1.35671 0.25515 -0.12620
O -0.52409 1.39185 -0.26991
C 0.61474 -0.22681 -1.54860
N 0.92339 -0.40338 -2.64969
H 1.81917 0.31324 1.12549
H 0.26453 -0.03459 1.90013
H 1.11897 -1.31768 1.04332
H -1.98174 -0.03546 -0.96817
H -1.80194 0.17526 0.86317
*
```